No. 1
Entry from OMol25: a 3-piece molecular cluster, C3H10N6O2 overall (ωB97M-V/def2-TZVPD).

Properties
**Orbital gap**: 3.12 eV
**Electronic energy**: -598.2995 Ha
**Total charge**: +2
**Lowest unoccupied orbital energy**: -10.109 eV
**Molar mass**: 162.15 g/mol
**Relative energy (zero: lowest compared OMol25 entry of this formula, charge and spin)**: 10.917 eV

Element x y z (Å)
1 C 0.785251 -0.764092 -0.820715
2 C 0.026560 1.348810 -1.676729
3 C 1.635822 0.399094 1.450307
4 N -1.335303 -1.654279 0.079956
5 N 0.564525 0.456565 -0.669666
6 N 1.093521 -1.867531 -1.057493
7 N 9.394630 -0.115745 0.139079
8 N -2.436591 -1.985951 0.391918
9 N 1.168992 1.189449 0.391080
10 O 9.500410 0.048768 1.247478
11 O 9.370187 -0.163698 -0.981966
12 H -1.078464 1.479157 -1.855170
13 H 0.611204 2.283781 -1.598685
14 H 0.361704 0.984765 -2.778309
15 H 0.781684 -0.427303 1.823772
16 H 2.470413 -0.100218 1.223774
17 H 1.962015 1.029392 2.389677
18 H 1.086313 -2.854498 -1.239517
19 H -2.582692 -3.042508 0.624916
20 H -3.236886 -1.238790 0.790887
21 H 0.912056 2.141328 0.512907

Atoms 1-3, force components in eV/Å:
C 0.498 -2.913 -0.588
C 0.473 -0.121 -4.845
C -4.064 0.290 4.763


No. 2
Entry from OMol25: an isolated ion of composition C5H11N2O and charge -2 (ωB97M-V/def2-TZVPD).

Properties
**⟨S²⟩**: 0.751
**Orbital gap (alpha / beta)**: 2.85 / 7.11 eV
**Electronic energy**: -381.6822 Ha
**Total charge**: -2
**Lowest unoccupied orbital energy (alpha / beta)**: 6.751 / 6.720 eV
**Molar mass**: 115.16 g/mol
**Multiplicity**: 2
**Relative energy (zero: lowest compared OMol25 entry of this formula, charge and spin)**: 0.084 eV

Element x y z (Å)
1 C 2.527834 -0.289918 -0.628402
2 O 3.245155 0.706541 -0.115949
3 C 1.087054 -0.440585 -0.040768
4 C 0.105601 0.652696 -0.492269
5 C -1.241688 0.543007 0.186503
6 C -2.403166 0.403315 -0.448516
7 N -3.647149 -0.116608 0.144714
8 N 1.219999 -0.403729 1.437609
9 H 2.944625 -1.336626 -0.487498
10 H 2.400289 -0.308832 -1.744927
11 H 0.671258 -1.379647 -0.429486
12 H -0.033798 0.532470 -1.567798
13 H 0.542226 1.640760 -0.333134
14 H -1.129651 0.591341 1.260226
15 H -2.370635 0.329934 -1.528084
16 H -4.175022 0.665632 0.545089
17 H -3.326201 -0.631127 0.972759
18 H 2.072755 0.169064 1.520947
19 H 1.510512 -1.327690 1.748976

Atoms 1-3, force components in eV/Å:
C -0.526 -0.625 -0.496
O 0.185 0.139 0.130
C 0.094 0.459 0.060


No. 3
Entry from OMol25: a 2-piece molecular cluster, C11H21N3O7 overall (ωB97M-V/def2-TZVPD).

Properties
**Orbital gap**: 9.43 eV
**Electronic energy**: -1122.7222 Ha
**Total charge**: 0
**Structure (SMILES)**: O=C(O)[C@@H]1NC[C@H](O)[C@@H](O)[C@@H]1O.CNC(=O)CNC(C)=O
**Lowest unoccupied orbital energy**: 0.362 eV
**Molar mass**: 307.30 g/mol

Element x y z (Å)
1 O -0.317921 1.297322 0.335607
2 C -0.441419 0.107937 0.594321
3 O 0.582536 -0.773000 0.468896
4 C -1.842728 -0.452193 0.952887
5 N -2.964963 0.515500 0.789954
6 C -4.344112 0.042773 1.010561
7 C -4.412923 -0.961987 2.177181
8 O -5.631831 -0.752955 2.906024
9 C -3.207123 -0.809410 3.121674
10 O -3.309106 -1.727713 4.223622
11 C -1.866173 -1.044288 2.390881
12 O -0.854159 -0.499781 3.248708
13 H 1.379717 -0.222981 0.397068
14 H -2.013772 -1.277147 0.256393
15 H -2.861939 1.100880 -0.043125
16 H -4.737248 -0.430430 0.104695
17 H -4.979669 0.906512 1.236569
18 H -4.398094 -1.975812 1.762812
19 H -5.797148 -1.499911 3.506448
20 H -3.210277 0.218513 3.504150
21 H -3.982043 -1.410562 4.851744
22 H -1.699398 -2.123092 2.301587
23 H -0.991998 -0.845023 4.149680
24 C 4.613814 -2.201842 -2.456746
25 N 3.478445 -1.299673 -2.649454
26 C 3.300749 -0.161643 -1.967508
27 O 4.094722 0.217199 -1.114043
28 C 2.042065 0.649769 -2.314555
29 N 1.899013 1.934512 -1.613469
30 C 2.604353 3.048046 -1.820363
31 C 3.705128 3.069875 -2.864727
32 O 2.354874 4.066259 -1.195292
33 H 5.518241 -1.752934 -2.872623
34 H 4.772897 -2.375094 -1.389687
35 H 4.425773 -3.157185 -2.949275
36 H 2.791426 -1.550296 -3.342225
37 H 1.174198 0.032957 -2.085238
38 H 2.035114 0.826906 -3.389350
39 H 1.180513 2.013996 -0.901671
40 H 3.312483 2.751060 -3.826523
41 H 4.515009 2.417143 -2.545567
42 H 4.082973 4.087790 -2.950018

Atoms 1-3, force components in eV/Å:
O 0.170 -1.587 0.337
C -0.827 1.946 -0.528
O -1.067 0.347 0.471